Formula: C14H7ClN5O8S
Source: OMol25
Level of theory: ωB97M-V/def2-TZVPD

The geometry in XYZ format:
```
36
Properties=species:S:1:pos:R:3:forces:R:3:nbo_charge:R:1
N -8.377198 1.249450 -1.176694 2.4 -0.1 -0.5 -0.350
C -7.224402 1.197078 -1.376395 -2.0 0.0 0.4 0.300
C -5.789211 1.117801 -1.533895 0.2 0.0 -0.2 -0.212
C -5.138369 -0.114682 -1.465559 0.2 -0.3 0.2 -0.165
C -3.743849 -0.205036 -1.526210 -0.1 0.4 0.0 -0.207
C -2.978424 0.959465 -1.709475 -0.1 -0.3 -0.2 -0.264
S -1.181817 0.916909 -2.129932 1.0 0.2 1.7 2.143
C -0.192408 1.034786 -0.714633 -2.1 -2.1 -0.6 -0.985
Cl 0.920910 2.264639 -0.482800 0.9 1.6 0.3 -0.034
O -0.979857 -0.378513 -2.746583 -0.7 0.0 0.0 -0.966
O -1.039124 2.112644 -2.931305 0.2 0.1 -0.3 -0.982
C -3.630184 2.196834 -1.769869 -0.3 -0.1 -0.1 -0.145
C -5.021976 2.267416 -1.719021 0.3 0.3 0.2 -0.175
H -5.742696 -1.013545 -1.372239 0.2 0.1 0.1 0.218
H -3.264687 -1.181130 -1.436403 0.0 0.3 -0.2 0.242
H -0.502674 0.441374 0.158299 0.1 0.4 -0.6 0.208
H -3.071566 3.124852 -1.880897 0.1 -0.4 -0.1 0.239
H -5.504073 3.234897 -1.829498 0.0 -0.1 0.1 0.216
O 6.368678 -0.605590 3.708131 -2.0 -0.7 -0.5 -0.348
N 5.236198 -1.111890 3.731351 0.8 -0.6 2.0 0.504
O 4.792501 -1.777013 4.701744 1.1 1.2 -1.5 -0.404
C 4.323728 -0.973556 2.621176 -1.2 0.0 -0.9 -0.014
C 3.077672 -1.593394 2.754759 1.0 0.6 -0.2 -0.122
C 2.132440 -1.539578 1.710470 0.6 0.9 -1.3 0.033
N 1.007376 -2.447387 1.762733 -2.6 -1.5 -0.5 0.487
O 0.820102 -3.169793 2.763952 0.8 1.5 -1.3 -0.391
O 0.258453 -2.502408 0.763542 1.6 0.4 1.7 -0.355
C 2.339744 -0.792820 0.534022 -0.7 -1.3 0.8 -0.107
C 3.590945 -0.217207 0.395753 1.5 0.5 -1.4 0.021
N 4.210276 0.185108 -0.812992 -1.0 -0.9 0.4 0.423
O 3.808485 0.264996 -1.961498 0.7 0.1 1.7 -0.301
O 5.579721 0.292106 -0.529094 -1.2 0.4 -0.2 -0.129
N 5.833647 0.026027 0.782035 -1.6 -0.7 1.5 -0.102
C 4.638315 -0.320983 1.339951 1.9 -0.1 -0.1 0.111
H 2.820645 -2.156286 3.650690 0.2 0.2 -0.3 0.293
H 1.622665 -0.785570 -0.273605 -0.3 0.1 -0.2 0.318
```
Forces are in eV/Å.

Results
**Charge**: -1
**HOMO**: -3.765 eV
**Calculated total energy**: -2271.4136 a.u.